Molecular formula: C9H8NOS
Method: DFT, wB97M-V/def2-TZVPD

Each line ends with the Löwdin charge.
Positions of all 20 atoms, in Å:
O 1.539 -2.049 1.492  0.1846
N 2.284 -1.250 1.061  -0.0358
C 2.800 -0.258 0.504  -0.0821
C 2.031 0.677 -0.487  -0.4583
C 1.027 -0.161 -1.141  -0.1308
C -0.265 -0.066 -0.323  -0.1932
C -1.350 -0.882 -0.456  0.0090
C -2.377 -0.644 0.428  -0.0161
C -2.374 0.421 1.323  -0.0082
C -1.203 1.143 1.508  -0.0329
C -0.171 0.992 0.594  -0.4418
S 1.298 1.913 0.609  1.2203
H 3.867 -0.163 0.407  0.1434
H 2.748 1.256 -1.087  0.1307
H 1.327 -1.153 -1.180  0.1128
H 0.727 -0.009 -2.149  0.1406
H -1.506 -1.798 -1.014  0.1416
H -3.362 -1.009 0.303  0.1171
H -3.251 0.682 1.812  0.1040
H -1.078 1.932 2.161  0.0951

Properties
Lowest unoccupied orbital energy (spin up / spin down) = -7.463 / -4.566 eV
Total charge = +1
SMILES string = O=[N+]=C[C@H]1Cc2ccccc2S1
ΔE to the lowest compared entry with this formula, charge and spin = 0.762 eV
HOMO energy (spin up / spin down) = -12.536 / -13.249 eV

=====

Molecular formula: C9H8O2
Method: DFT, wB97M-V/def2-TZVPD

Each line ends with the Löwdin charge.
Positions of all 19 atoms, in Å:
C -2.513 0.082 -0.133  -0.0853
C -2.086 -1.230 0.036  -0.0936
C -1.623 1.068 -0.402  0.0236
C -0.801 -1.654 0.070  -0.0357
C 2.028 0.958 0.060  -0.0461
C 0.837 1.503 -0.187  -0.0296
C 2.061 -0.549 0.303  -0.1568
C -0.253 0.638 -0.650  -0.3850
C 0.176 -0.826 -0.502  -0.2094
O 0.127 -0.213 -1.736  0.1028
O 2.962 -1.342 -0.373  -0.0134
H -3.510 0.224 0.006  0.0732
H -2.875 -2.001 0.442  0.1436
H -1.655 2.180 -0.320  0.1277
H -0.346 -2.605 0.468  0.1368
H 2.945 1.655 0.291  0.1389
H 0.756 2.618 -0.141  0.1273
H 1.965 -1.020 1.217  0.0979
H 3.685 -0.903 -0.791  0.0830

Properties
Lowest unoccupied orbital energy = 0.424 eV
ΔE to the lowest compared entry with this formula, charge and spin = 5.662 eV
HOMO energy = -8.319 eV

=====

Molecular formula: C9H9BrN3S
Method: DFT, wB97M-V/def2-TZVPD

Each line ends with the Löwdin charge.
Positions of all 23 atoms, in Å:
C 2.562 -1.338 -1.633  -0.0241
C 2.952 -0.067 -1.246  -0.1322
C 1.382 -1.867 -1.126  -0.1065
C -0.935 2.843 -0.271  -0.3367
C -3.210 2.071 -0.429  -0.4043
C 2.134 0.664 -0.381  -0.5940
C -1.192 1.652 0.341  -0.3659
C 0.984 0.039 0.039  -0.1536
C -0.311 0.743 1.116  -0.1106
N 0.619 -1.172 -0.294  0.0386
N -2.487 1.232 0.233  -0.0085
N -1.084 -0.457 1.434  0.1510
S -2.364 3.457 -0.999  1.0900
Br 2.626 2.396 0.208  0.9178
H 3.169 -1.915 -2.309  0.1225
H 3.875 0.364 -1.597  0.1025
H 1.036 -2.855 -1.383  0.1198
H -0.019 3.388 -0.342  0.0326
H -4.256 1.926 -0.611  0.0871
H 0.211 1.205 1.947  0.1396
H -2.059 -0.197 1.120  0.1337
H -1.048 -0.754 2.407  0.1732
H -0.662 -1.193 0.772  0.1281

Properties
Lowest unoccupied orbital energy (spin up / spin down) = -2.818 / -7.136 eV
Total charge = +1
Multiplicity = 3
ΔE to the lowest compared entry with this formula, charge and spin = 0.000 eV
HOMO energy (spin up / spin down) = -9.041 / -13.000 eV

=====

Molecular formula: C9H9Cl2O2P
Method: DFT, wB97M-V/def2-TZVPD

Each line ends with the Löwdin charge.
Positions of all 23 atoms, in Å:
O -0.871 0.132 -1.446  -0.3964
P -0.269 -0.426 -0.204  -0.0379
Cl -1.261 -2.125 0.192  0.4421
Cl -0.562 0.660 1.419  0.4629
C 1.467 -0.704 -0.132  -0.3936
C 2.232 -0.537 -1.287  -0.0498
C 3.622 -0.656 -1.229  -0.0486
C 4.238 -0.865 -0.001  -0.0470
C 3.472 -1.173 1.152  -0.0274
C 2.085 -1.043 1.055  -0.1095
H 1.712 -0.255 -2.164  0.0970
H 4.093 -0.392 -2.101  0.0809
H 5.241 -1.077 0.011  0.0765
H 4.014 -1.313 2.078  0.1070
H 1.439 -1.197 1.804  0.0420
C -4.080 0.604 0.937  -0.0869
C -3.824 -0.356 -0.215  -0.2071
C -4.259 -1.450 -0.726  -0.2755
O -4.350 -2.523 -1.194  0.1220
H -4.774 0.169 1.703  0.0985
H -3.147 0.761 1.346  -0.0342
H -4.488 1.495 0.571  0.0525
H -3.147 0.135 -1.017  0.1324

Properties
Lowest unoccupied orbital energy = 0.032 eV
SMILES string = O=P(Cl)(Cl)c1ccccc1.CC=C=O
ΔE to the lowest compared entry with this formula, charge and spin = 0.000 eV
HOMO energy = -8.430 eV

=====

Molecular formula: C9H9Cl2OP
Method: DFT, wB97M-V/def2-TZVPD

Each line ends with the Löwdin charge.
Positions of all 22 atoms, in Å:
C 0.665 -2.083 -1.696  -0.2908
P 0.396 -0.243 -1.777  1.0308
C -0.825 0.076 -0.400  -0.4187
C -0.610 -0.342 0.891  -0.1387
C -1.352 0.277 1.858  -0.1010
C -2.435 1.125 1.565  -0.0576
C -2.651 1.495 0.223  -0.0842
C -1.804 1.040 -0.752  -0.1241
C 2.060 0.370 -0.634  -0.8099
Cl 1.924 2.112 -0.730  0.6098
C 2.715 0.113 0.768  -0.8922
O 2.725 0.891 1.645  0.0338
Cl 3.452 -1.512 0.871  0.6354
H 1.717 -2.113 -1.560  -0.0139
H 0.511 -2.420 -2.736  0.0362
H 0.250 -2.680 -0.976  0.0064
H -0.042 -1.124 1.446  0.1286
H -1.057 -0.038 2.948  0.1424
H -3.035 1.559 2.332  0.0908
H -3.378 2.214 -0.121  0.1024
H -1.943 1.341 -1.743  0.0754
H 2.716 -0.058 -1.423  0.0393

Properties
Lowest unoccupied orbital energy = -0.120 eV
SMILES string = CP(c1ccccc1)[C@@H](Cl)C(=O)Cl
HOMO energy = -9.361 eV

=====

Molecular formula: C9H9Cl3F3N2NiO8S
Method: DFT, wB97M-V/def2-TZVPD

Each line ends with the Löwdin charge.
Positions of all 36 atoms, in Å:
Ni -0.176 0.202 0.298  0.6624
O -0.164 -0.350 -2.815  -0.0737
C -1.419 0.289 -2.941  -0.2288
C -1.480 1.605 -2.194  -0.1540
N -1.501 1.518 -0.730  -0.2041
C -2.789 1.008 -0.235  -0.0869
C -2.794 -0.536 -0.160  -0.6530
O -3.848 -1.126 -0.358  0.0155
O -1.663 -1.068 0.122  -0.0760
C -1.050 2.800 -0.166  -0.0976
C 0.492 2.863 -0.176  -0.6403
O 1.044 3.944 -0.335  0.0204
O 1.073 1.731 0.002  -0.1086
H 0.525 0.320 -2.873  0.0768
H -2.164 -0.421 -2.582  0.1181
H -1.646 0.501 -3.996  0.1172
H -2.369 2.158 -2.532  0.1291
H -0.613 2.210 -2.480  0.1328
H -3.626 1.353 -0.850  0.1250
H -2.931 1.373 0.783  0.1191
H -1.379 2.859 0.871  0.1146
H -1.456 3.658 -0.711  0.1264
F 1.735 1.888 3.116  0.1225
C 0.998 1.164 3.957  -0.6643
F 1.827 0.447 4.729  0.1215
F 0.318 2.002 4.750  0.1265
S -0.160 0.055 3.052  0.5355
O -0.951 0.984 2.233  -0.3075
O -0.844 -0.662 4.079  -0.2523
O 0.711 -0.702 2.152  -0.3174
Cl 4.662 0.495 -1.641  0.6164
C 4.067 -0.439 -0.258  -1.5979
Cl 4.988 -1.952 -0.117  0.6055
Cl 4.171 0.500 1.222  0.6755
C 2.661 -0.770 -0.490  -0.3301
N 1.535 -0.936 -0.593  0.2318

Properties
Lowest unoccupied orbital energy (spin up / spin down) = 2.195 / 2.193 eV
Total charge = -1
Multiplicity = 3
ΔE to the lowest compared entry with this formula, charge and spin = 0.136 eV
HOMO energy (spin up / spin down) = -6.067 / -6.187 eV

=====

Molecular formula: C9H9Cl5O3PS3SbSr
Method: DFT, wB97M-V/def2-TZVPD

Each line ends with the Löwdin charge.
Positions of all 32 atoms, in Å:
Sr 1.227 -0.598 -1.836  0.5863
S -3.674 0.446 -1.184  -0.1123
Sb -1.419 -0.113 -1.314  0.3415
S -0.753 -0.719 -3.328  -0.1233
S 0.217 1.652 -1.491  0.3975
Cl -2.218 2.915 0.044  0.6184
C -0.611 3.126 0.648  -0.6845
C 0.491 2.505 0.023  -0.6445
C 1.786 2.679 0.593  -0.6532
Cl 3.225 1.883 -0.081  0.6079
C 1.906 3.490 1.727  -0.7363
Cl 3.435 3.724 2.443  0.6686
C 0.809 4.141 2.292  -0.7455
Cl 1.018 5.204 3.621  0.6452
C -0.457 3.945 1.758  -0.7191
Cl -1.803 4.780 2.443  0.6630
C 1.699 -4.208 -1.257  -0.1633
O 0.387 -3.928 -0.811  -0.3411
P -0.258 -2.428 -0.812  0.4585
O -0.040 -1.978 0.777  -0.3098
C 0.681 -0.752 0.739  -0.3324
O -1.745 -3.075 -0.761  -0.3073
C -2.865 -2.308 -0.608  -0.3705
H 2.299 -4.520 -0.397  0.0780
H 2.194 -3.298 -1.763  0.0510
H 1.620 -5.036 -1.960  0.0778
H 0.265 -0.060 1.489  0.1193
H 0.501 -0.270 -0.225  -0.2309
H 1.755 -0.901 0.914  0.0941
H -3.694 -2.962 -0.336  0.1007
H -3.178 -1.790 -1.519  -0.0431
H -2.800 -1.544 0.177  0.0094

Properties
Lowest unoccupied orbital energy (spin up / spin down) = 1.766 / 2.159 eV
Total charge = -1
Multiplicity = 2
ΔE to the lowest compared entry with this formula, charge and spin = 9.162 eV
HOMO energy (spin up / spin down) = -1.098 / -4.389 eV

=====

Molecular formula: C9H9Cl5O5PRuSe
Method: DFT, wB97M-V/def2-TZVPD

Each line ends with the Löwdin charge.
Positions of all 31 atoms, in Å:
Ru -0.291 0.362 0.763  1.2835
Cl 2.253 0.222 0.570  0.8402
C 1.885 -0.477 2.125  -0.6409
C 0.525 -0.568 2.281  -0.3481
C -0.029 -1.104 3.437  -0.6766
Cl -1.720 -1.182 3.655  0.7735
C 0.855 -1.527 4.434  -0.6837
Cl 0.237 -2.169 5.892  0.7476
C 2.246 -1.428 4.251  -0.6720
Cl 3.303 -1.954 5.478  0.7653
C 2.789 -0.887 3.078  -0.6966
Cl 4.466 -0.726 2.816  0.7630
O -0.673 0.001 -1.141  -0.4770
Se -2.044 -0.834 -0.474  0.9641
O -3.211 -1.389 -1.375  -0.3206
O -1.042 -1.693 0.545  -0.4560
O -2.323 0.427 0.613  -0.5210
C -1.926 3.621 -0.449  -0.1414
P -1.009 3.428 1.066  0.6554
C -2.136 3.117 2.412  -0.1465
C -0.073 4.906 1.388  -0.1449
O 0.037 2.275 0.926  -0.5024
H -2.585 4.487 -0.376  0.0775
H -2.524 2.727 -0.626  0.0561
H -1.229 3.764 -1.275  0.0785
H -2.832 3.951 2.509  0.0775
H -1.576 3.009 3.341  0.0746
H -2.695 2.203 2.209  0.0478
H -0.746 5.758 1.498  0.0755
H 0.607 5.086 0.556  0.0744
H 0.505 4.781 2.304  0.0733

Properties
Lowest unoccupied orbital energy = -5.781 eV
Total charge = +1
ΔE to the lowest compared entry with this formula, charge and spin = 0.476 eV
HOMO energy = -12.566 eV

=====

Molecular formula: C9H9Cl7CuF12MgNaO12S4
Method: DFT, wB97M-V/def2-TZVPD

Each line ends with the Löwdin charge.
Positions of all 56 atoms, in Å:
Na -0.934 3.723 -0.075  0.6498
Cu 3.097 -0.200 -2.342  0.9880
Mg -1.575 -0.131 -2.841  0.8362
C 0.684 3.356 -4.868  -0.5988
F 1.452 2.917 -5.881  0.1543
F 1.380 4.408 -4.501  0.1630
F -0.560 3.628 -5.222  0.1904
S 0.675 2.165 -3.298  0.7039
O 0.065 2.934 -2.176  -0.3083
O -0.226 1.019 -3.670  -0.3681
O 2.025 1.625 -3.030  -0.3463
C 0.177 -3.928 -1.527  -0.6355
F -1.087 -3.820 -1.259  0.1874
F 0.951 -3.591 -0.495  0.1049
F 0.417 -5.208 -1.856  0.1666
S 0.623 -2.733 -2.974  0.6692
O -0.383 -1.654 -2.930  -0.3491
O 1.902 -2.157 -2.568  -0.2946
O 0.629 -3.513 -4.235  -0.2186
C 0.156 -0.836 1.347  -0.5595
F -0.234 -0.136 2.449  0.1007
F 1.295 -1.498 1.632  0.1224
F -0.844 -1.679 1.046  0.1254
S 0.452 0.330 -0.154  0.6865
O 1.770 -0.073 -0.696  -0.3660
O -0.637 0.011 -1.115  -0.3383
O 0.375 1.719 0.370  -0.2962
C -3.925 3.615 -3.662  -0.5430
F -4.146 2.866 -4.770  0.1239
F -2.853 4.433 -3.797  0.1338
F -5.074 4.265 -3.396  0.1486
S -3.602 2.319 -2.220  0.6211
O -4.866 1.693 -1.810  -0.2662
O -2.565 1.411 -2.732  -0.3716
O -2.947 3.096 -1.171  -0.3444
Cl 6.800 -1.331 1.157  0.5260
C 5.494 -0.469 2.117  -0.5754
C 4.266 -0.012 1.238  -0.6543
Cl 4.768 1.010 -0.093  0.6631
H 5.969 0.319 2.701  0.0726
H 5.049 -1.193 2.801  0.0707
H 3.463 0.425 1.831  0.0780
H 3.898 -0.967 0.864  0.0550
Cl -2.727 2.224 4.970  0.8182
C -1.813 0.712 5.248  -0.5916
C -1.845 0.371 6.698  -0.5430
Cl -3.529 0.098 7.291  0.9098
H -0.816 0.816 4.820  0.0984
H -2.398 -0.017 4.689  0.0785
H -1.412 1.191 7.270  0.0987
H -1.250 -0.521 6.895  0.1177
C -1.125 -4.562 2.701  -1.5417
Cl -1.380 -3.344 3.976  0.4930
Cl -2.042 -6.010 3.191  0.5565
Cl 0.557 -4.827 2.303  0.5992
H -1.595 -4.289 1.756  -0.0009

Properties
Lowest unoccupied orbital energy (spin up / spin down) = -7.088 / -12.699 eV
Total charge = +2
Multiplicity = 3
HOMO energy (spin up / spin down) = -14.868 / -14.868 eV

=====

Molecular formula: C9H9F5OPReSSe2Te2
Method: DFT, wB97M-V/def2-TZVPD

Each line ends with the Löwdin charge.
Positions of all 31 atoms, in Å:
Re 0.167 -0.185 -0.231  0.3734
Se -0.604 -1.941 -1.585  -0.0334
Te -1.605 -1.264 -3.937  0.3169
Te -2.302 1.143 -3.445  0.3328
Se -0.723 1.634 -1.379  -0.0421
F 3.910 -2.003 -5.620  0.1587
C 3.581 -1.623 -4.396  -0.1250
C 3.665 -2.526 -3.349  -0.1341
F 4.073 -3.767 -3.578  0.1488
C 3.312 -2.132 -2.072  -0.2515
F 3.366 -3.020 -1.086  0.1070
C 2.876 -0.838 -1.820  -0.4931
S 2.403 -0.348 -0.192  0.6574
C 2.812 0.056 -2.884  -0.2478
F 2.396 1.303 -2.673  0.0631
C 3.153 -0.327 -4.166  -0.1374
F 3.070 0.539 -5.171  0.1434
C -0.256 1.755 3.982  -0.1458
P 0.927 1.324 2.710  0.6104
C 1.440 2.821 1.868  -0.1565
C 2.357 0.569 3.479  -0.1493
O 0.256 0.345 1.735  -0.5896
H 0.207 2.421 4.712  0.0722
H -0.599 0.852 4.486  0.0716
H -1.110 2.257 3.527  0.0707
H 1.855 3.525 2.592  0.0734
H 0.577 3.275 1.380  0.0589
H 2.195 2.587 1.117  0.0546
H 2.795 1.262 4.199  0.0733
H 3.097 0.324 2.718  0.0447
H 2.056 -0.344 3.993  0.0742

Properties
Lowest unoccupied orbital energy (spin up / spin down) = -4.257 / -5.661 eV
Total charge = +1
Multiplicity = 4
ΔE to the lowest compared entry with this formula, charge and spin = 0.000 eV
HOMO energy (spin up / spin down) = -10.455 / -11.364 eV

=====

Molecular formula: C9H9IN
Method: DFT, wB97M-V/def2-TZVPD

Each line ends with the Löwdin charge.
Positions of all 20 atoms, in Å:
C -0.091 0.865 -1.391  0.2428
C -0.447 -0.150 -0.550  -0.0967
C -0.683 -1.826 0.940  0.0089
C 0.309 -1.041 1.399  0.0182
C 2.021 1.506 -0.618  -0.0330
C 0.591 1.964 -0.804  -0.0986
C -1.141 -1.488 -0.429  -0.3538
C 1.144 1.215 0.556  -0.1015
C -2.596 -1.360 -0.790  -0.6309
N 0.375 0.048 0.590  0.0229
I -3.813 -3.018 -0.151  0.8301
H -0.932 -2.897 1.334  0.1567
H 1.008 -1.244 2.145  0.1341
H 2.420 0.743 -1.224  0.1118
H 2.846 2.236 -0.544  0.1404
H 0.163 2.899 -0.774  0.1241
H -0.802 -2.303 -0.976  0.1396
H 1.452 1.627 1.556  0.1896
H -2.687 -1.248 -1.959  0.1055
H -3.142 -0.404 -0.421  0.0897

Properties
Lowest unoccupied orbital energy (spin up / spin down) = -3.549 / -6.504 eV
Total charge = +1
Multiplicity = 3
ΔE to the lowest compared entry with this formula, charge and spin = 0.000 eV
HOMO energy (spin up / spin down) = -12.641 / -12.646 eV

=====

Molecular formula: C9H9IN4O
Method: DFT, wB97M-V/def2-TZVPD

Each line ends with the Löwdin charge.
Positions of all 24 atoms, in Å:
C 3.059 2.493 -0.504  -0.0928
C 1.745 2.622 -0.042  -0.0899
C 3.567 1.288 -0.950  -0.0125
C 0.882 1.543 0.001  -0.0076
C 2.712 0.191 -0.925  -0.2454
C 1.388 0.333 -0.443  -0.1473
C -2.635 -2.768 -0.839  0.1157
C -2.709 -1.873 0.100  -0.2090
C -2.531 -0.547 2.116  -0.1253
N 2.874 -1.111 -1.298  0.0524
N 1.789 -1.746 -1.080  0.0572
N 0.862 -0.935 -0.563  -0.2392
N -3.011 -0.977 0.853  -0.1859
O -0.291 -1.316 -0.246  -0.0681
I -4.895 0.631 0.089  0.3557
H 3.692 3.368 -0.516  0.0989
H 1.399 3.590 0.290  0.0997
H 4.581 1.189 -1.299  0.1096
H -0.134 1.629 0.353  0.1013
H -1.894 -2.668 -1.611  0.0809
H -3.205 -3.677 -0.802  0.0844
H -2.093 0.446 2.002  0.0822
H -3.375 -0.474 2.804  0.0803
H -1.780 -1.234 2.509  0.1046

Properties
Lowest unoccupied orbital energy (spin up / spin down) = -4.056 / -4.092 eV
ΔE to the lowest compared entry with this formula, charge and spin = 2.195 eV
HOMO energy (spin up / spin down) = -6.858 / -6.960 eV